DFT (wB97M-V/def2-TZVPD) results for a structure of composition C53H42N9P2V in a non-equilibrium geometry.

Each line ends with the Löwdin spin population.
Cartesian coordinates (Å):
V -16.44973 0.88345 10.00169  1.554
C -19.68948 -3.55208 13.53084  -0.001
C -20.85755 -2.71102 13.46618  0.005
C -20.67692 -1.58682 12.62744  -0.001
C -19.50129 -1.31213 11.96697  0.003
C -19.19332 -0.32027 10.90669  -0.003
N -18.36793 1.80655 12.24998  -0.019
C -17.67839 0.78985 13.02449  -0.047
C -18.25907 0.23889 14.13420  -0.016
C -19.34900 0.64277 14.93239  -0.012
C -19.70205 -0.23300 15.96638  -0.011
C -18.98660 -1.40166 16.21484  -0.013
C -17.89892 -1.76983 15.49278  -0.008
C -17.42697 -0.87717 14.51449  -0.017
C -16.26523 -0.89621 13.63902  -0.055
N -15.45184 -1.94857 13.29835  -0.022
C -15.36639 -2.50856 12.15684  -0.006
N -16.16755 -2.26414 11.05660  0.009
C -12.34500 -2.18759 12.40589  -0.007
N -11.24573 -1.59001 12.09591  -0.007
C -12.42739 -0.77386 12.40480  -0.005
N -13.52096 -0.45520 11.44755  -0.050
C -14.37011 0.24012 12.16019  0.001
N -15.66836 0.45969 11.73827  -0.160
C -17.33411 -1.74099 11.10934  0.009
N -17.84805 -0.62750 10.45827  -0.014
C -18.44041 -2.21409 11.99049  -0.004
C -18.54966 -3.36389 12.78030  0.002
C -13.76543 0.70141 13.46228  -0.004
C -14.34148 1.49959 14.48794  0.002
C -13.45342 1.95864 15.43516  0.000
C -12.06966 1.67431 15.40816  0.003
C -11.61255 0.72360 14.46230  -0.001
C -12.50921 0.22290 13.52919  0.002
C -13.00925 -3.49874 12.21779  -0.001
C -12.18213 -4.58438 12.06074  0.000
C -12.72325 -5.82658 11.65094  0.000
C -14.04834 -5.96298 11.30013  0.000
C -14.89589 -4.86584 11.47123  0.000
C -14.36559 -3.60140 11.95601  -0.001
N -16.51600 0.18539 12.80492  -0.019
H -19.71643 -4.38291 14.21058  0.000
H -21.72114 -2.94422 14.13514  0.000
H -21.53294 -0.88387 12.51892  0.000
H -19.90927 1.55861 14.85512  0.000
H -20.59086 -0.00399 16.50837  0.000
H -19.25962 -1.92109 17.15261  0.000
H -17.33774 -2.63509 15.76935  0.000
H -17.70245 -4.05962 12.92646  0.000
H -15.40314 1.65981 14.48167  0.000
H -13.80313 2.60087 16.24990  0.000
H -11.39615 2.07459 16.13007  0.000
H -10.55982 0.37974 14.43006  0.000
H -11.12144 -4.53231 12.16149  0.000
H -11.97428 -6.61568 11.49285  0.000
H -14.30515 -7.03702 11.02489  0.000
H -16.00026 -4.95161 11.21614  0.000
C -20.55916 1.98643 11.08798  -0.002
C -20.59772 3.17907 10.52610  -0.002
C -19.34938 3.90193 10.19716  -0.003
C -18.15897 3.31944 10.27728  -0.007
C -18.02751 1.95287 10.79680  -0.046
C -19.22145 1.24757 11.19948  -0.017
C -16.86629 3.97564 10.09995  0.004
C -16.62482 5.38962 10.07108  -0.001
C -15.35376 5.80598 9.82889  0.003
C -14.27397 4.90905 9.70159  -0.001
C -12.91369 5.23451 9.44155  0.001
C -11.92611 4.29563 9.37251  -0.001
C -12.18842 2.96037 9.56794  0.001
C -13.47788 2.59794 9.80957  0.001
C -14.55816 3.54796 9.85585  0.001
N -15.82843 3.09722 9.99332  -0.009
H -21.48047 1.47658 11.38581  0.000
H -21.53352 3.72197 10.40409  0.000
H -19.39597 4.92071 9.79845  -0.001
H -19.93880 -0.43746 10.10528  0.000
H -17.38648 6.07888 10.30430  0.000
H -15.07772 6.86398 9.87102  0.000
H -12.71298 6.24810 9.33361  0.000
H -10.97823 4.63646 9.19828  0.000
H -11.38480 2.23765 9.56097  0.000
H -13.74712 1.54299 9.92946  0.001
C -12.96487 -0.20354 7.98383  -0.004
P -14.74047 -0.61996 8.45091  -0.002
C -14.58256 -2.47096 8.54038  0.001
C -15.54977 -0.69055 6.78144  0.000
C -17.05188 -0.49771 6.84173  0.000
P -17.48610 1.06452 7.66686  0.000
C -16.83679 2.23646 6.47452  -0.001
C -19.28942 1.15679 7.41929  0.001
H -12.50078 -1.04836 7.48191  -0.001
H -12.43178 -0.07686 8.94627  0.000
H -12.95948 0.78335 7.50001  0.000
H -15.53562 -2.96531 8.58323  0.000
H -14.04825 -2.70328 9.46105  0.000
H -14.03179 -2.77659 7.64421  0.000
H -15.27594 -1.66141 6.30919  0.000
H -15.04763 0.10952 6.21676  0.000
H -17.54468 -1.31533 7.37752  0.000
H -17.48829 -0.42373 5.84067  0.000
H -16.90714 1.88413 5.45498  -0.001
H -15.77242 2.32898 6.68900  0.000
H -17.25844 3.20876 6.51393  0.000
H -19.52089 1.67742 6.49682  0.000
H -19.70961 1.68184 8.27886  0.000
H -19.67092 0.16818 7.36558  0.000

Atomic forces in eV per Å
V -0.1 0.0 1.8
C -1.6 0.3 0.2
C 2.5 0.0 -0.5
C -2.6 0.3 1.1
C 0.6 -1.2 -0.5
C -0.5 2.1 -0.3
N 2.0 -1.0 0.3
C -2.3 2.6 -0.9
C 0.6 -0.2 1.2
C -0.5 -1.7 1.3
C 0.2 1.6 -1.9
C -0.4 -0.6 1.6
C 0.8 0.6 0.3
C 1.0 0.0 -0.8
C -3.2 -0.7 0.4
N 0.9 0.8 1.7
C -1.4 -0.6 -1.8
N 2.0 0.1 0.2
C 1.5 -0.7 0.0
N -1.3 -1.2 -0.6
C -0.9 1.7 0.2
N -0.2 1.3 0.6
C 2.6 -0.7 0.0
N -0.8 0.5 -0.5
C -3.2 1.1 0.9
N 2.4 -0.6 -0.5
C -0.3 -0.6 0.4
C 0.8 0.1 0.1
C -3.3 1.1 0.1
C 1.3 -0.9 -1.2
C 0.3 0.9 1.0
C -0.8 -1.8 -1.7
C 0.9 0.3 0.8
C 0.8 -1.0 -0.5
C 0.7 1.2 0.4
C -0.8 -2.1 -0.7
C 2.0 1.2 0.0
C -0.2 -1.3 0.5
C -0.5 1.0 0.0
C -1.6 -2.0 -0.7
N 2.0 -0.6 -1.5
H 0.0 -0.4 0.1
H 0.7 0.5 -1.0
H 0.7 -0.5 0.1
H 0.1 0.2 -0.6
H -0.3 0.1 0.7
H 0.1 -0.2 -0.9
H 0.3 -0.4 0.1
H -0.5 0.4 -0.3
H -0.2 0.5 0.2
H 0.0 -0.2 -0.3
H 0.3 0.3 0.4
H -0.8 0.3 0.2
H 0.5 0.3 0.3
H -0.7 0.1 0.2
H -0.4 1.9 0.1
H 1.6 0.3 0.4
C 0.5 -1.8 -0.2
C 0.3 1.5 0.0
C -0.8 0.5 -0.8
C 0.6 0.3 0.9
C 1.0 -0.2 -0.2
C -2.5 -1.3 0.4
C 1.5 -0.3 -0.5
C 0.7 -1.7 -0.2
C 0.8 1.0 0.5
C 0.4 -0.8 -0.2
C -1.1 -0.8 0.4
C -1.7 1.1 0.2
C -0.6 -0.9 0.4
C -1.3 -0.6 0.0
C 1.0 -0.8 -0.4
N -1.8 0.0 0.1
H 0.4 0.1 -0.1
H 0.2 -0.2 0.0
H -0.3 -0.3 0.3
H 0.2 -0.1 -0.1
H -0.9 0.6 0.1
H -0.4 -0.2 -0.2
H 0.6 1.7 -0.3
H 2.4 0.7 -0.5
H -0.1 -0.1 -0.1
H 0.2 0.4 0.1
C -0.8 0.5 1.6
P 0.3 -1.3 -0.8
C 0.7 0.8 0.7
C 0.8 0.2 -0.4
C -0.2 0.0 -0.2
P -0.4 -0.3 0.2
C 1.3 -0.2 -0.1
C 0.5 0.8 0.6
H -0.1 0.3 -0.5
H -0.2 -0.1 -0.4
H 0.2 -0.6 -0.3
H -0.5 0.0 0.0
H 0.1 -0.2 -0.2
H 0.0 0.0 0.3
H -0.2 0.8 0.2
H -0.4 -0.2 -0.2
H 0.1 0.0 0.0
H 0.0 -0.3 0.0
H -0.3 -0.3 -0.3
H 0.2 0.2 -0.1
H -0.5 0.9 0.3
H -0.1 0.1 -0.1
H -0.2 0.0 -0.2
H -0.5 -0.9 0.1

Results
Total energy (a.u.): -4163.9921
LUMO (spin up / spin down) (eV): -4.72 / -3.34
Total charge: +1
Gap between HOMO and LUMO (spin up / spin down) (eV): 3.52 / 5.37
Multiplicity: 2
Expectation value of S²: 1.154